(i)
Computed, not measured: a cluster of 3 separate species, C4H16NO2 in total, with wB97M-V/def2-TZVPD.

Structure (ORCA input):
```
! wB97M-V def2-TZVPD RIJCOSX def2/J DEFGRID3
* xyz 1 1
C -1.3250 0.6399 1.9576
C -1.1700 -0.1262 0.6276
C -1.6839 0.6564 -0.5745
C -2.3264 -0.2910 -1.6032
N 0.3610 -0.5080 0.4878
H -2.4020 0.4859 2.3046
H -1.1293 1.7202 1.9825
H -0.6534 0.2777 2.7898
H -1.6648 -1.1603 0.6026
H -2.1867 1.6739 -0.2859
H -0.8111 1.1351 -1.1914
H -2.4985 0.3600 -2.5123
H -1.6861 -1.0868 -1.8261
H -3.3065 -0.8083 -1.3146
H 0.7265 -0.3124 -0.5011
H 0.9060 0.0553 1.0672
H 0.4365 -1.5525 0.4984
H 0.8798 0.0997 -3.4212
H 1.6195 -1.1075 -2.9545
O 1.1179 -0.3189 -2.5652
H 4.0546 -0.7505 1.7652
H 4.6878 0.5955 2.0903
O 3.8236 0.1510 1.9460
*
```

Output
HOMO energy = -14.8 eV

***

(ii)
Computed, not measured: a cluster of 3 separate species, C4H16NO2 in total, with wB97M-V/def2-TZVPD.

Structure (ORCA input):
```
! wB97M-V def2-TZVPD RIJCOSX def2/J DEFGRID3
* xyz 1 1
C 0.1516 -2.7434 0.9170
C 0.5297 -1.3812 0.3217
N -0.3119 -0.2661 0.8944
C -1.7276 -0.3505 0.5435
C 1.9891 -1.0326 0.4306
H 0.5040 -2.7287 1.9589
H 0.7651 -3.5460 0.5082
H -0.9181 -2.8690 0.8403
H 0.3096 -1.4070 -0.7561
H -0.1219 -0.4770 1.8751
H 0.0884 0.6349 0.6065
H -2.1750 -1.2557 0.9534
H -2.2878 0.4584 1.0063
H -1.8427 -0.3501 -0.5358
H 2.4398 -1.2380 1.4040
H 2.2043 0.0089 0.1647
H 2.4903 -1.7244 -0.2488
H -0.1313 2.4285 -1.2046
H 0.7646 2.7478 0.0223
O 0.3162 2.0331 -0.4460
H -0.6978 3.8451 -3.5853
H -1.4118 5.0085 -2.9503
O -0.9267 4.2046 -2.7200
*
```

Output
HOMO energy = -14.7 eV

***

(iii)
Computed, not measured: a cluster of 3 separate species, C4H16NO2 in total, with wB97M-V/def2-TZVPD.

Structure (ORCA input):
```
! wB97M-V def2-TZVPD RIJCOSX def2/J DEFGRID3
* xyz 1 1
C -1.4992 -1.7769 1.1480
C -0.0346 -1.4539 1.1582
N 0.3149 -0.3290 0.2440
C -0.3116 1.0370 0.4667
C 0.5729 2.0928 -0.1600
H -2.1019 -0.8761 1.0139
H -1.8412 -2.2407 2.0557
H -1.7897 -2.4423 0.3291
H 0.2601 -1.1416 2.1597
H 0.6601 -2.2760 0.9677
H 0.1058 -0.5963 -0.7265
H 1.3274 -0.2121 0.2236
H -0.5080 1.1460 1.5303
H -1.2677 0.9833 -0.0473
H 0.6802 1.8359 -1.2192
H 0.1166 3.0813 -0.0692
H 1.5696 2.0655 0.2801
H -2.6921 2.3207 -2.6266
H -1.3560 1.9116 -3.1453
O -1.9719 1.7002 -2.4327
H 3.6297 -2.0789 0.1186
H 3.2706 -1.0325 -0.9097
O 2.8660 -1.7179 -0.3594
*
```

Output
HOMO energy = -15.0 eV

***

Which structure is the most stable? The one labeled (ii).

***

(i)
Computed, not measured: a cluster of 9 separate species, C6H30O9 in total, with wB97M-V/def2-TZVPD.

Structure (ORCA input):
```
! wB97M-V def2-TZVPD RIJCOSX def2/J DEFGRID3
* xyz 0 1
C 9.8954 2.9392 24.3563
C 9.9202 4.3408 24.9847
O 10.7064 5.1708 24.1825
H 10.8465 2.4188 24.4696
H 9.7961 3.0210 23.2739
H 9.1656 2.2456 24.7740
H 10.4533 4.3726 25.9348
H 8.9193 4.7254 25.1806
H 10.5528 6.1002 24.3675
C 15.9500 -4.2609 27.1532
C 14.5827 -4.0757 27.7746
O 13.7031 -3.9792 26.6766
H 16.1630 -3.6096 26.3055
H 16.0777 -5.3350 27.0189
H 16.6867 -4.1398 27.9473
H 14.4859 -3.2352 28.4618
H 14.2858 -4.9538 28.3480
H 13.8020 -3.1433 26.2149
C 17.0848 -3.1620 21.4467
C 16.7659 -3.3260 19.9702
O 17.9430 -3.4068 19.2324
H 16.1993 -2.9924 22.0591
H 17.8350 -2.4096 21.6899
H 17.5047 -4.0636 21.8927
H 16.1441 -2.5365 19.5481
H 16.1773 -4.2210 19.7685
H 18.4564 -4.1508 19.5558
O 11.8752 -1.5315 22.1152
H 12.2085 -1.6451 21.2251
H 11.0084 -1.9374 22.1005
O 14.0238 -0.1116 24.9277
H 13.5166 -0.5511 24.2452
H 14.5052 0.5741 24.4649
O 11.0277 -5.7334 20.7245
H 11.5261 -6.0786 21.4652
H 10.4487 -5.0761 21.1103
O 12.4115 -0.7193 18.2402
H 11.5421 -0.3197 18.2157
H 13.0045 0.0076 18.4304
O 8.2713 -3.0677 21.7230
H 7.8360 -3.7193 22.2727
H 7.5565 -2.5481 21.3550
O 14.0958 2.4926 20.0006
H 14.0524 3.4392 20.1362
H 14.3805 2.1421 20.8446
*
```

Output
HOMO energy = -10.0 eV
SMILES = CCO.CCO.CCO.O.O.O.O.O.O

***

(ii)
Computed, not measured: a cluster of 9 separate species, C6H30O9 in total, with wB97M-V/def2-TZVPD.

Structure (ORCA input):
```
! wB97M-V def2-TZVPD RIJCOSX def2/J DEFGRID3
* xyz 0 1
O 16.6845 21.0438 -2.5639
H 17.3528 20.8022 -3.2094
H 16.1968 21.7575 -2.9815
H 17.0621 21.3577 -1.7391
O 19.2154 23.3137 -6.6921
H 18.4804 23.8933 -6.4791
H 19.0591 22.4303 -6.3505
H 20.0455 23.7107 -6.4182
C 16.6113 26.2598 -3.0853
C 15.5322 25.8072 -4.0912
C 14.9550 26.9463 -4.8826
O 15.9341 24.6773 -4.8309
H 17.0723 25.4602 -2.5055
H 16.1863 26.8812 -2.2971
H 17.4173 26.7872 -3.5956
H 14.7304 25.4185 -3.4636
H 14.0167 26.7449 -5.3994
H 15.7263 27.4462 -5.4685
H 14.7386 27.7836 -4.2191
C 21.6729 19.8825 -3.0122
C 20.8786 19.0035 -3.9985
C 20.6565 17.5986 -3.4689
O 19.7111 19.5354 -4.6371
H 22.6851 19.5818 -2.7417
H 21.1220 19.7718 -2.0782
H 21.7015 20.9408 -3.2716
H 21.5744 18.8848 -4.8291
H 20.3216 17.5936 -2.4316
H 21.5513 16.9822 -3.5549
H 19.9421 17.0882 -4.1148
O 14.7805 21.2063 1.3635
H 14.3391 21.3955 2.1916
H 15.4852 20.6031 1.5995
O 12.8938 21.0622 -2.0241
H 12.8921 22.0031 -2.2001
H 12.9183 20.9968 -1.0694
O 18.7756 22.2796 0.3112
H 18.3335 22.3310 1.1587
H 19.6790 22.5366 0.4959
O 16.2111 17.3788 -5.3765
H 17.1456 17.4593 -5.1860
H 16.0518 18.0179 -6.0710
O 17.8352 17.7167 0.5685
H 18.4283 17.1824 0.0404
H 17.8095 17.2776 1.4187
*
```

Output
HOMO energy = -6.4 eV

***

Which structure is the most stable? The one labeled (i).

***

(i)
Computed, not measured: an isolated molecule of CH2N4S2, with wB97M-V/def2-TZVPD.

Structure (ORCA input):
```
! wB97M-V def2-TZVPD RIJCOSX def2/J DEFGRID3
* xyz 0 1
S 0.5082 1.2683 1.6939
C 0.3385 0.5569 0.0645
N 1.3593 0.6861 -0.7373
N 1.1111 -0.3876 -1.7101
N -0.0535 -0.7828 -1.6200
N -0.5088 -0.5253 -0.3769
S -2.1880 -0.3437 0.1510
H 1.8896 1.1688 1.7049
H -2.4564 -1.6408 0.8299
*
```

Output
HOMO energy = -10.1 eV
SMILES = Sc1nnnn1S

***

(ii)
Computed, not measured: an isolated molecule of CH2N4S2, with wB97M-V/def2-TZVPD.

Structure (ORCA input):
```
! wB97M-V def2-TZVPD RIJCOSX def2/J DEFGRID3
* xyz 0 1
S -1.7955 -1.1002 -0.1498
C -0.5650 0.1375 -0.1159
N -0.7749 1.4218 -0.1550
N 0.4504 1.9870 -0.1520
N 1.4004 1.1243 -0.1265
N 0.7767 -0.0542 -0.1260
S 1.6547 -1.4959 -0.2284
H -2.9072 -0.3653 -0.0395
H 1.7603 -1.6549 1.0931
*
```

Output
HOMO energy = -9.9 eV
SMILES = Sc1nnnn1S

***

Which structure is the most stable? The one labeled (ii).

***

(i)
Computed, not measured: a cluster of 3 separate species, C2H8N4O in total, with wB97M-V/def2-TZVPD.

Structure (ORCA input):
```
! wB97M-V def2-TZVPD RIJCOSX def2/J DEFGRID3
* xyz 2 1
C -10.0492 -0.0572 0.8451
C 7.4573 0.1616 -0.7104
N -9.6177 0.8876 0.2785
N 8.3163 0.0467 1.3989
N -7.8102 -0.4676 -1.0932
N 8.1684 -0.4703 0.3406
O -10.3410 -0.8519 1.5867
H 7.6618 -0.3631 -1.6365
H 6.4113 0.2369 -0.6076
H 7.7386 1.2286 -0.8194
H -9.9042 1.5916 -0.3555
H 8.7184 -0.4683 2.2239
H -7.4679 -0.4926 -0.1196
H -7.8555 0.4453 -1.4973
H 8.5735 -1.4274 0.1658
*
```

Output
HOMO energy (spin up / spin down) = -18.4 / -18.4 eV

***

(ii)
Computed, not measured: the ion C2H8N4O with charge +2, with wB97M-V/def2-TZVPD.

Structure (ORCA input):
```
! wB97M-V def2-TZVPD RIJCOSX def2/J DEFGRID3
* xyz 2 1
N 0.3062 1.0558 -1.8316
C 0.3351 1.2493 -0.5449
N 0.4156 2.1713 0.3143
N 0.1097 -0.3562 0.3130
O 0.2874 -0.1949 1.7193
C -0.5862 -1.3850 -0.1951
N -0.8098 -2.4506 0.5156
H 0.0275 0.1251 -1.9588
H 0.3686 1.8403 -2.4645
H 0.6177 3.2031 0.3020
H 0.3773 2.1317 1.3257
H 1.2476 -0.4824 2.0019
H -1.0842 -1.2375 -1.1368
H -1.2203 -3.2834 0.1075
H -0.3922 -2.3867 1.5325
*
```

Output
HOMO energy = -19.9 eV
SMILES = NC(=[NH2+])N(O)C=[NH2+]

***

Which structure is the most stable? The one labeled (ii).

***

(i)
Computed, not measured: the ion C5H10N3O with charge +1, with wB97M-V/def2-TZVPD.

Structure (ORCA input):
```
! wB97M-V def2-TZVPD RIJCOSX def2/J DEFGRID3
* xyz 1 1
H -0.4138 -1.7792 2.6322
N -0.8711 -1.3690 1.7279
N -0.4913 -1.9605 0.6795
C -0.4699 -1.9790 -0.6233
N -0.0673 -1.1991 -1.6034
C 0.7544 -0.0534 -1.5011
O 1.6568 -0.0627 -2.5396
C 0.5890 0.9452 -0.6289
C -0.5419 1.1754 0.3062
C -0.1532 1.4611 1.7678
H -0.8865 -2.9032 -1.0760
H -0.0274 -1.6158 -2.4766
H 2.0599 0.8203 -2.5343
H 1.3253 1.8506 -0.7363
H -1.1785 1.9619 -0.0738
H -1.1641 0.1447 0.3126
H -0.9218 1.9624 2.2394
H 0.8050 2.1170 1.7669
H -0.0036 0.4835 2.3608
*
```

Output
HOMO energy (spin up / spin down) = -13.1 / -13.1 eV
SMILES = [H]/N=N/C=[NH+]\C(O)=C/CC

***

(ii)
Computed, not measured: a cluster of 2 separate species, C5H10N3O in total, with wB97M-V/def2-TZVPD.

Structure (ORCA input):
```
! wB97M-V def2-TZVPD RIJCOSX def2/J DEFGRID3
* xyz 1 1
C 0.0030 0.2197 -3.4655
C 1.4686 -0.7520 2.5078
C 1.1571 -0.2043 -1.4035
C 1.1402 -0.3023 -0.0290
C -1.8665 0.2823 0.9425
N 0.1328 0.1556 -2.1734
N 1.4726 -0.3636 1.1004
N -0.9705 0.6488 0.0788
O -2.1309 0.9448 2.0099
H -0.9211 0.6672 -3.7480
H 0.8589 0.1517 -4.1541
H 0.4264 -0.8682 2.6585
H 1.7858 0.0004 3.1558
H 2.0049 -0.4629 -2.0492
H -2.2160 -0.7883 0.8415
H 1.8134 -1.7528 2.4740
H -0.6972 0.3854 -1.6657
H -0.6377 1.5585 0.4487
H -2.8237 0.4799 2.4706
*
```

Output
HOMO energy (spin up / spin down) = -11.9 / -11.9 eV

***

Which structure is the most stable? The one labeled (ii).